No. 1
DFT (ωB97M-V/def2-TZVPD) results for a structure of composition C4H6HgO.

Structure (XYZ):
```
12
Properties=species:S:1:pos:R:3:forces:R:3:lowdin_charge:R:1
C 2.337676 -1.613161 0.250461 -0.5177 -0.9912 -0.0653 -0.06
C 1.264071 -0.693662 -0.189524 0.3537 -0.0156 -1.9104 -0.06
C 0.075867 -1.053089 -0.755379 -0.6981 0.1542 2.7530 -0.04
C -0.299885 -2.436949 -0.893162 2.1090 1.5955 -3.6486 -0.23
O -1.461339 -2.787941 -1.142501 1.5197 3.9173 2.6170 -0.36
Hg -2.367912 -4.330731 -1.768072 -2.5928 -4.4776 -1.8101 1.03
H 2.509884 -1.477433 1.329022 0.0326 -0.0872 -0.2506 0.11
H 3.270823 -1.360794 -0.274523 -0.2251 -0.1613 0.2243 0.10
H 1.567576 0.349197 -0.317856 -0.3856 -0.0456 0.6450 0.13
H -0.738263 -0.327305 -0.805495 0.2761 -0.0313 -0.3835 0.13
H 0.549366 -2.932084 -1.447839 -0.5211 -0.9650 1.4897 0.15
H 2.026457 -2.686031 0.074120 0.6494 1.1075 0.3395 0.09
```
Forces are in eV/Å.

## Properties
multiplicity = 2
relative energy (zero: lowest compared OMol25 entry of this formula, charge and spin) = 0.0 kcal per mole
lowest unoccupied orbital energy (alpha / beta) = -5.399 / -6.392 eV
total charge = +1
expectation value of S² = 0.75

No. 2
DFT (ωB97M-V/def2-TZVPD) results for a structure of composition C4H6HgO3.

Structure (XYZ):
```
14
Properties=species:S:1:pos:R:3:forces:R:3:lowdin_charge:R:1
H 0.609658 -1.040657 -0.835998 0.8648 0.1388 -1.6625 0.21
O -0.071958 0.680782 -1.329540 0.7472 0.2784 -0.4766 0.02
Hg -3.995358 -1.021300 0.928760 0.0794 0.1113 0.0954 0.97
O -1.831546 -0.633180 0.122151 0.2063 -0.2784 -1.6324 -0.17
C -0.636926 -0.414528 0.007232 0.3426 0.0442 0.2348 -0.44
O 0.160399 -0.194310 1.010987 0.9337 0.6049 -0.5192 -0.04
C -0.402505 0.171575 2.276076 -0.4331 0.0387 0.6773 -0.01
C 0.940515 0.032051 -1.820820 -3.6367 -0.9571 4.6028 -0.20
C 1.975983 0.380016 -2.559577 0.9651 0.7799 -0.6851 0.15
H 0.436685 0.520161 2.882605 -0.2188 -0.1451 -0.1823 0.11
H -1.146218 0.969956 2.169470 0.2271 -0.1516 -0.0750 0.10
H -0.862894 -0.715401 2.726813 0.1282 0.2256 -0.0006 0.10
H 1.845774 1.045322 -3.412686 -0.0157 -0.4590 -0.1647 0.11
H 2.978392 0.219516 -2.165477 -0.1901 -0.2306 -0.2119 0.11
```
Forces are in eV/Å.

## Properties
multiplicity = 2
relative energy (zero: lowest compared OMol25 entry of this formula, charge and spin) = 129.1 kcal per mole
lowest unoccupied orbital energy (alpha / beta) = -5.128 / -8.011 eV
total charge = +1
expectation value of S² = 1.12

No. 3
DFT (ωB97M-V/def2-TZVPD) results for a structure of composition C4H6HoO7.

Structure (XYZ):
```
18
Properties=species:S:1:pos:R:3:forces:R:3:lowdin_charge:R:1
O -3.453607 0.339079 -0.030704 -0.7276 0.1937 0.3070 -0.12
C -2.314910 -0.176832 -0.227464 0.2982 0.3589 1.1443 -0.76
O -1.561927 -0.362907 0.794227 0.0425 0.0084 0.6735 -0.15
O -1.943370 -0.467962 -1.433585 -0.0249 0.1281 -0.4429 0.08
O 1.689089 -0.263850 -1.833982 -0.3567 0.5367 -0.1476 0.08
C 0.406878 0.186532 -1.832627 -1.2207 -0.0472 0.2275 -0.28
C -0.599424 -0.958977 -1.679151 0.1091 -0.8755 0.1102 -0.11
Ho -3.271360 0.570674 2.295616 0.8451 -0.4703 -1.7855 1.74
H 0.102480 0.738342 -2.758153 0.7853 -0.0655 0.3314 0.16
H 0.206987 0.922589 -1.011482 0.5826 -0.1692 -0.3213 0.14
H -0.314975 -1.647527 -0.872874 0.0107 0.2837 -0.1959 0.13
H -0.676881 -1.532284 -2.610281 -0.0534 0.1829 0.2745 0.14
C 1.911353 0.555378 1.780008 -0.0169 0.9005 2.8168 -0.66
O 1.366230 1.638554 1.859549 -0.0425 -0.2397 -1.1303 0.08
O 1.286126 -0.606521 1.764070 -0.8072 -0.6666 -1.1083 0.14
H 0.349807 -0.486966 1.476076 0.6786 0.0919 0.0964 0.09
O 3.192057 0.349744 2.096291 0.0161 -0.2498 -0.7847 0.16
H 3.625455 1.202937 2.224465 -0.1183 0.0992 -0.0652 0.14
```
Forces are in eV/Å.

## Properties
multiplicity = 5
relative energy (zero: lowest compared OMol25 entry of this formula, charge and spin) = 0.0 kcal per mole
lowest unoccupied orbital energy (alpha / beta) = -5.888 / -5.758 eV
total charge = +1
expectation value of S² = 6.01

No. 4
DFT (ωB97M-V/def2-TZVPD) results for a structure of composition C4H6INO.

Structure (XYZ):
```
13
Properties=species:S:1:pos:R:3:forces:R:3:lowdin_charge:R:1
C 1.014242 0.140376 -1.370934 0.8428 2.1957 -2.6983 -0.30
C 0.032719 0.383065 -0.623839 1.3630 -2.7879 1.1769 -0.17
C -0.124402 1.907851 1.551350 -0.7996 -3.3747 0.0688 -0.83
C 0.227241 -0.933441 0.145011 1.9394 0.1199 2.9144 -0.08
N 0.844313 2.363924 2.097151 2.9241 0.0660 0.9009 0.05
O 1.951889 0.041198 -2.011839 2.1665 -0.7403 -1.1059 0.21
I -1.909091 2.776113 0.861202 -0.5050 0.5269 -0.1864 0.77
H -0.904005 0.630668 -0.846869 -3.2758 1.3983 -0.9576 0.02
H -0.052611 0.753313 1.526795 -1.4739 2.2209 0.0704 0.03
H -0.688401 -1.381569 0.305377 -1.9973 -0.9812 0.4052 0.06
H 0.618858 -0.536696 1.109384 -0.1651 -1.2597 -0.0051 0.07
H 0.940047 -1.766177 -0.096551 -0.4790 1.1097 -0.6487 0.12
H 1.278341 3.242175 2.194136 -0.5398 1.5065 0.0655 0.05
```
Forces are in eV/Å.

## Properties
relative energy (zero: lowest compared OMol25 entry of this formula, charge and spin) = 103.8 kcal per mole
lowest unoccupied orbital energy = 0.547 eV
total charge = 0

No. 5
DFT (ωB97M-V/def2-TZVPD) results for the molecule C4H6INS.

Structure (XYZ):
```
13
Properties=species:S:1:pos:R:3:forces:R:3:lowdin_charge:R:1
C -1.040181 1.145542 -2.088023 0.7121 -0.0017 2.1918 0.01
C -0.670291 -0.415707 -0.296328 1.6360 0.5386 -0.1611 -0.23
C 0.144388 -0.524795 0.736521 0.5133 1.0477 -0.3403 -0.44
C 0.584298 -1.672144 1.524237 -1.2714 -2.8086 -2.3305 -0.14
N -0.504408 0.834862 -0.955290 -2.0646 -1.1696 -1.6727 -0.12
S 1.478881 3.766983 0.385365 -0.4398 -1.1279 -0.0280 -0.38
I 1.295841 1.508319 1.209782 -0.0738 -0.7737 0.2966 0.81
H -1.777468 0.715885 -2.762454 0.1347 -0.8103 0.3647 0.08
H -0.715376 2.119087 -2.284070 0.1841 1.6002 -1.1896 0.05
H -1.039598 -1.362088 -0.694929 -0.6381 0.4439 -0.2843 0.13
H 1.530267 -2.129272 1.254410 0.3135 0.1779 -1.1211 0.09
H -0.139497 -2.582633 1.522734 0.8269 1.8299 0.1406 0.13
H 0.853145 -1.404040 2.448045 0.1672 1.0537 4.1342 0.01
```
Forces are in eV/Å.

## Properties
relative energy (zero: lowest compared OMol25 entry of this formula, charge and spin) = 96.0 kcal per mole
lowest unoccupied orbital energy = -1.496 eV
total charge = 0

No. 6
DFT (ωB97M-V/def2-TZVPD) results for a structure of composition C4H6InO2.

Structure (XYZ):
```
13
Properties=species:S:1:pos:R:3:forces:R:3:lowdin_charge:R:1
C -0.929078 1.376516 -2.451951 -1.9689 -0.7881 -2.7907 -0.21
O -1.119838 2.033659 -3.595722 0.5231 -0.6645 1.2790 0.20
H -0.775898 0.307395 -2.599620 0.1643 0.0957 -0.0299 0.22
H -1.548974 2.889294 -3.469084 -0.4057 0.3698 -0.3857 0.17
C -2.963407 0.406124 0.014695 -0.0283 3.6708 0.7932 0.64
C -1.637862 0.974325 0.012781 0.7544 -3.7278 -0.1065 -0.09
C -1.298593 1.880941 -1.133472 -1.2771 0.8315 -0.0728 -0.14
O 0.108493 1.910168 -1.519860 -3.0563 -3.4570 1.3343 -0.24
In 1.484641 3.077001 -1.490292 6.1442 4.6359 -0.0095 1.67
H -3.683501 1.236894 0.141245 -1.8048 -1.2905 -0.0817 0.16
H -1.106021 -0.010970 -0.078414 1.1822 0.8693 0.3775 0.19
H -1.495790 1.445201 1.031343 -0.2835 -0.3954 -0.3183 0.23
H -1.738909 2.881697 -1.090065 0.0564 -0.1495 0.0112 0.20
```
Forces are in eV/Å.

## Properties
relative energy (zero: lowest compared OMol25 entry of this formula, charge and spin) = 66.1 kcal per mole
lowest unoccupied orbital energy (alpha / beta) = -17.659 / -16.173 eV
total charge = +3

No. 7
DFT (ωB97M-V/def2-TZVPD) results for a structure of composition C4H6KO2.

Structure (XYZ):
```
13
Properties=species:S:1:pos:R:3:forces:R:3:lowdin_charge:R:1
O -1.630193 -0.058764 0.621652 -1.5931 -0.0775 -0.6245 -0.11
K 2.382081 -1.868726 -0.459489 -0.4315 0.4134 0.2541 0.76
C -0.367109 -0.210066 0.324559 1.6759 -0.6951 0.5278 -0.27
O 0.316033 0.881370 0.502674 -0.2999 -0.0865 -0.5317 -0.24
C 1.745565 0.722473 0.302813 0.5430 0.0983 -0.4898 -0.23
C -2.374752 1.102676 0.176588 0.4944 0.5317 0.5428 -0.24
C -3.833167 0.725472 0.091056 -0.2820 0.0073 -0.0896 -0.08
H 2.062439 1.742949 0.014248 -0.1907 -0.0303 0.3139 -0.06
H -2.207912 1.917896 0.892777 -0.0715 -0.1223 -0.1960 0.12
H -1.977799 1.416810 -0.797567 -0.0675 -0.0312 0.2518 0.12
H -4.138137 0.126340 0.959498 0.1193 0.1826 -0.2202 0.08
H -4.438335 1.642346 0.074541 0.0792 -0.2485 -0.0423 0.08
H -4.041520 0.157919 -0.825795 0.0244 0.0580 0.3038 0.08
```
Forces are in eV/Å.

## Properties
multiplicity = 2
relative energy (zero: lowest compared OMol25 entry of this formula, charge and spin) = 44.4 kcal per mole
lowest unoccupied orbital energy (alpha / beta) = -0.586 / -0.593 eV
total charge = 0
expectation value of S² = 0.76

No. 8
DFT (ωB97M-V/def2-TZVPD) results for a structure of composition C4H6Li2O10.

Structure (XYZ):
```
22
Properties=species:S:1:pos:R:3:forces:R:3:lowdin_charge:R:1
Li -0.567329 -0.101433 0.580384 0.1717 -0.2920 0.0198 0.69
Li 2.177545 -0.437908 0.541732 -1.4684 0.4838 -0.3614 0.72
C 1.154381 2.407770 0.063494 0.2881 -0.2502 0.8385 -0.38
O 1.198635 1.295490 0.889012 0.0942 -0.8380 -0.2331 -0.52
H 0.214044 2.455977 -0.504445 0.1827 0.0665 -0.4591 0.05
H 1.196052 3.364143 0.627746 -0.0987 0.0385 0.1581 0.04
H 2.048644 2.464463 -0.582651 -0.2526 0.0136 -0.5343 0.04
O 1.083908 -1.070064 -3.379349 -0.1115 -0.5580 0.1639 0.04
C 1.177572 -1.045962 -1.998668 -0.1054 1.9238 1.0539 -0.80
O 0.091407 -0.876834 -1.403895 -0.2588 -0.4402 -0.0925 -0.07
O 2.316158 -0.996057 -1.490652 0.5106 -0.6093 0.0769 -0.09
H 0.118526 -1.020731 -3.443201 0.0643 0.0349 -0.4397 0.09
O 0.928118 -2.247879 3.711602 0.3755 -0.1835 -0.2303 0.02
C 0.076193 -1.696044 2.758944 -0.9635 0.4736 -0.5142 -0.81
O 0.596095 -1.550040 1.603510 0.6272 0.1363 0.0760 -0.17
O -1.064787 -1.422718 3.101923 0.3434 -0.1093 0.2910 0.02
H 1.696944 -2.418562 3.152693 0.1760 -0.1015 0.3143 0.07
O -2.564383 0.860901 -1.834869 0.4790 -0.4705 1.1972 0.00
C -3.179789 0.688906 -0.579138 -1.5111 -0.7162 0.2848 -0.82
O -4.265810 1.240161 -0.386838 0.1979 0.4982 -0.2873 -0.05
O -2.601850 -0.148161 0.178250 0.9115 0.7046 -0.1884 -0.12
H -1.830279 0.254591 -1.605580 0.3479 0.1951 -1.1341 0.04
```
Forces are in eV/Å.

## Properties
lowest unoccupied orbital energy = 4.253 eV
total charge = -2

- What is the total charge in the second record?
  +1